C11H14N2 | ωB97M-V/def2-TZVPD

XYZ file:
```
27
Properties=species:S:1:pos:R:3:forces:R:3:lowdin_charge:R:1
C 1.072463 0.685176 -2.027285 2.1 -1.2 1.1 -0.079
C 1.257782 -0.599615 -1.111661 2.2 0.6 0.3 -0.180
N -0.004713 -1.323352 -0.808841 3.7 2.7 2.0 -0.100
C -0.498159 -2.223751 -1.649198 -1.8 -0.7 0.7 -0.142
C -1.471269 -2.870572 -0.967750 -1.8 -2.6 1.1 -0.128
C -1.564803 -2.382680 0.391147 1.0 1.0 0.8 -0.049
C -0.562750 -1.366474 0.495906 -1.8 -2.4 -0.7 -0.190
C -0.249102 -0.606568 1.818676 0.8 0.8 -3.1 -0.045
C -0.130294 0.888570 1.510045 -1.9 -2.0 0.8 -0.327
C 0.825204 1.700869 1.917469 3.0 1.2 -0.5 -0.092
C 0.606496 2.927316 1.245102 0.0 1.9 0.0 -0.115
C -0.608541 2.882116 0.569945 1.8 1.6 0.1 -0.142
N -1.032632 1.628562 0.782781 -3.6 -3.5 -0.7 0.040
H 1.559042 1.461068 -1.391707 -0.6 0.1 -1.1 0.065
H 0.021293 0.837627 -2.144824 -0.5 0.5 -0.4 0.050
H 1.648035 0.476335 -3.001794 -1.2 0.8 1.4 0.087
H 2.106898 -1.124774 -1.700415 -2.0 -0.5 1.1 0.123
H 1.825421 -0.392835 -0.100497 -1.5 0.0 -1.9 0.137
H -0.312350 -2.314314 -2.687940 0.7 0.1 -0.5 0.117
H -1.950371 -3.805567 -1.338829 0.1 1.2 0.2 0.100
H -2.206559 -2.696943 1.311463 1.2 0.4 -2.2 0.126
H -1.035424 -0.814696 2.486482 -1.2 -0.3 0.7 0.088
H 0.657476 -0.972695 2.320360 0.0 0.3 -0.4 0.120
H 1.785537 1.368595 2.325814 -0.6 0.3 0.2 0.117
H 1.272402 3.790578 1.281281 -0.3 -0.3 -0.1 0.091
H -1.007636 3.652194 -0.139365 0.0 -1.2 1.0 0.126
H -2.003447 1.195829 0.613635 2.3 1.3 -0.1 0.203
```
Positions in Å, forces in eV/Å.

Relative energy (zero: lowest compared OMol25 entry of this formula, charge and spin)   54.6 kcal per mole
F_max   5.12 eV/A
Charge   0
SMILES   CCn1cccc1Cc1ccc[nH]1
HOMO   -7.95 eV
Frontier orbital gap   0.32716 Eh


C3H4N4O4 | ωB97M-V/def2-TZVPD

XYZ file:
```
15
Properties=species:S:1:pos:R:3:forces:R:3:lowdin_charge:R:1
O 3.127735 2.558703 -1.280008 0.8 0.3 0.8 -0.178
N 2.563143 1.835008 -0.404093 -1.0 0.0 -0.4 -0.553
O 2.880859 1.853232 0.835793 0.6 0.4 -0.6 -0.157
N 1.595573 1.123871 -0.851097 -0.4 -0.3 -0.5 0.042
C 1.000355 0.276469 0.124985 -1.9 -0.9 -2.1 -0.248
C -0.543696 0.311349 0.194755 -0.6 -1.2 0.9 -0.091
C 0.137205 -0.930797 -0.418463 -0.3 2.0 -1.2 -0.313
N 0.037643 -2.058649 0.354025 0.4 -2.3 2.3 0.031
N -0.464950 -3.138404 -0.142639 -0.2 1.6 0.3 -0.532
O -0.641479 -4.126353 0.649905 0.1 0.1 -0.9 -0.187
O -0.848251 -3.170597 -1.363163 0.0 -0.8 0.3 -0.167
H 1.720521 0.087753 0.862238 -0.1 -0.5 1.9 0.096
H -1.210003 0.090791 1.058163 1.3 -0.1 0.1 0.078
H -1.206714 0.890733 -0.425512 0.8 0.7 -0.8 0.060
H -0.029625 -1.174688 -1.475603 0.4 0.9 0.1 0.119
```
Positions in Å, forces in eV/Å.

Relative energy (zero: lowest compared OMol25 entry of this formula, charge and spin)   0.0 kcal per mole
F_max   3.26 eV/A
Charge   -2
SMILES   [O-][N+]([O-])=N[C@H]1C[C@@H]1N=[N+]([O-])[O-]
HOMO   -0.46 eV
Frontier orbital gap   0.26828 Eh


> Which value of relative energy (zero: lowest compared OMol25 entry of this formula, charge and spin) does entry 2 give?

0.0 kcal per mole